# 1
This record from the Open Molecules 2025 dataset describes a gas-phase ion, C6H17N2 (charge +2) in a non-equilibrium geometry. The level of theory is wB97M-V/def2-TZVPD.

```
25
Properties=species:S:1:pos:R:3
N -1.84525 0.56445 0.62173
C -0.64782 0.23388 -0.28358
C 0.08392 1.46298 -0.88099
C 0.45550 2.53185 0.18605
C 1.33778 1.01462 -1.63158
C 0.25090 -0.80279 0.46189
N -0.25303 -2.18490 0.17189
C 0.12967 -3.16233 1.11251
H -1.45755 0.54978 1.56435
H -2.59218 -0.12278 0.50825
H -2.29277 1.45926 0.39239
H -0.99958 -0.35150 -1.14252
H -0.66501 2.08162 -1.40341
H -0.35915 3.24060 0.38624
H 1.19608 3.19295 -0.27276
H 0.93388 2.03014 1.01867
H 1.04388 0.34253 -2.45269
H 2.16776 0.68022 -1.02033
H 1.69669 1.85765 -2.23978
H 1.29760 -0.76347 0.07631
H 0.20347 -0.63498 1.53443
H 0.03981 -2.35431 -0.79633
H 0.78005 -3.96183 0.66531
H 0.19303 -2.99523 2.18781
H -0.69769 -3.90837 1.23615
```

Its calculated total energy is -9457.8977 eV. Its expectation value of S² is 0.754. The net charge is +2. The calculation puts the LUMO energy (spin up / spin down) at -7.0 / -12.0 eV. For the max |F|, the calculation gives 3.72 eV Å⁻¹. The calculation puts the frontier orbital gap (spin up / spin down) at 11.75 / 6.76 eV. The spin multiplicity is 2. The energy relative to the best compared isomer or geometry (same formula, charge and spin) comes out at 1.524 eV.


# 2
This record from the Open Molecules 2025 dataset describes a gas-phase ion, C6H17N2 (charge +2) in a non-equilibrium geometry. The level of theory is wB97M-V/def2-TZVPD.

```
25
Properties=species:S:1:pos:R:3
N 2.21975 1.19045 0.06053
C 1.71079 0.66987 1.36623
C 0.27387 -0.06455 1.28474
N -0.57717 0.38597 0.12882
C -1.59426 1.33889 0.44887
C -1.51168 -1.86681 -0.23845
C -0.92396 -0.58936 -0.96433
C 0.21468 -0.93307 -1.92315
H 2.77194 2.05633 0.10570
H 2.78349 0.54720 -0.50240
H 1.41337 1.34067 -0.55326
H 1.51914 1.51841 2.02771
H 2.51509 0.19469 1.93043
H 0.41262 -1.12736 1.14553
H -0.25412 0.22125 2.20290
H -2.63379 1.18580 0.07974
H -1.89591 1.64371 1.45283
H -1.24322 2.25427 -0.05501
H -2.57414 -1.96150 -0.15847
H -1.05216 -2.76910 -0.62847
H -1.27735 -1.97534 0.82260
H -1.79431 -0.15736 -1.48425
H 0.40815 -2.00262 -1.96764
H 1.18024 -0.53032 -1.69998
H -0.09107 -0.57011 -2.88123
```

Its calculated total energy is -9458.0219 eV. Its expectation value of S² is 0.754. The net charge is +2. The calculation puts the LUMO energy (spin up / spin down) at -7.1 / -11.3 eV. For the max |F|, the calculation gives 2.52 eV Å⁻¹. The calculation puts the frontier orbital gap (spin up / spin down) at 12.30 / 8.73 eV. The spin multiplicity is 2. The energy relative to the best compared isomer or geometry (same formula, charge and spin) comes out at 1.399 eV.


# 3
This record from the Open Molecules 2025 dataset describes 2 unconnected molecules or ions with the total composition C6H17N2O2 in a non-equilibrium geometry. The level of theory is wB97M-V/def2-TZVPD.

```
27
Properties=species:S:1:pos:R:3
C 0.60855 -2.15889 -0.94079
C -1.53474 -1.38848 -0.37145
C 0.39494 -1.94047 2.02302
C 1.04784 0.39162 1.31145
C 0.16683 3.67483 -0.53023
C -1.04204 2.15872 -1.85935
N -0.07861 -1.06937 -0.20929
N 0.20130 -0.75111 1.13614
O -0.40146 1.23363 -1.27965
O -0.81288 3.39249 -1.52454
H 0.39191 -3.13134 -0.58525
H 0.46670 -2.18888 -1.98702
H 1.70597 -2.06793 -0.87144
H -1.69583 -2.48985 -0.46252
H -2.15630 -1.13509 0.51375
H -1.85384 -1.04264 -1.27855
H 1.25225 -2.67184 1.75579
H 0.75303 -1.42575 3.07030
H -0.58576 -2.58077 2.02326
H 0.49461 1.33589 0.92722
H 1.22872 0.56085 2.34186
H 1.97461 0.22109 0.68418
H 0.40221 4.81048 -0.49697
H 1.05748 3.05378 -0.63637
H -0.28361 3.44381 0.51059
H -1.71040 1.94558 -2.57973
H 0.00850 -0.18036 -0.68442
```

Its calculated total energy is -13563.5645 eV. The net charge is +1. The calculation puts the LUMO energy at -2.4 eV. For the max |F|, the calculation gives 7.23 eV Å⁻¹. The calculation puts the frontier orbital gap at 10.53 eV. The spin multiplicity is 1. The energy relative to the best compared isomer or geometry (same formula, charge and spin) comes out at 4.038 eV.


# 4
This record from the Open Molecules 2025 dataset describes 2 unconnected molecules or ions with the total composition C6H17N2OP in a non-equilibrium geometry. The level of theory is wB97M-V/def2-TZVPD.

```
27
Properties=species:S:1:pos:R:3
C -1.07725 1.93920 -0.14484
C -2.87275 0.44784 -1.09075
C -2.36861 0.37880 1.37616
C 0.31319 -2.95875 0.45180
C 3.79140 -0.02250 -0.40686
C -1.81140 0.61476 -0.01174
N -0.60275 -1.86367 0.62642
N 3.74823 1.10110 0.51940
O 0.28189 -0.49363 -1.55791
P -0.56698 -0.67719 -0.37499
H -0.63211 2.01740 -1.13768
H -1.76178 2.77620 -0.00195
H -0.27710 2.00497 0.59508
H -3.61264 1.24615 -1.02949
H -3.38300 -0.50813 -0.96966
H -2.41391 0.47251 -2.07812
H -3.19278 1.06401 1.57240
H -2.72344 -0.64400 1.46218
H -1.59879 0.52832 2.12910
H 0.01688 -3.59639 -0.38471
H 1.33828 -2.62559 0.26581
H 0.29275 -3.55076 1.36817
H 4.49242 -0.76157 -0.01969
H 2.80068 -0.47234 -0.45911
H 4.09617 0.25010 -1.42455
H 4.65981 1.55393 0.52846
H 3.06359 1.77924 0.19708
```

Its calculated total energy is -20814.2736 eV. The calculation puts the LUMO energy at 0.6 eV. For the max |F|, the calculation gives 1.79 eV Å⁻¹. The calculation puts the frontier orbital gap at 9.80 eV. The spin multiplicity is 1. The energy relative to the best compared isomer or geometry (same formula, charge and spin) comes out at 1.122 eV.


# 5
This record from the Open Molecules 2025 dataset describes a molecular structure, C6H17N3 in a non-equilibrium geometry. The level of theory is wB97M-V/def2-TZVPD.

```
26
Properties=species:S:1:pos:R:3
C -0.16221 -0.32046 -0.26236
C -0.65050 1.07811 -0.27399
C 2.66580 0.87270 -0.48044
C -0.47610 -1.29717 0.85141
C 0.09454 -1.00632 -1.59106
C -3.00420 0.50864 0.57364
N 1.55553 0.36446 0.28074
N -2.00169 0.47654 -0.47308
N 1.98710 -0.12662 1.54797
H -2.28454 0.08990 -1.36188
H 2.40885 0.62469 2.10048
H 2.73144 -0.82725 1.43100
H -0.54854 1.55068 0.69924
H -0.35108 1.64596 -1.15089
H 3.24954 1.62978 0.07543
H 3.40144 0.08127 -0.74237
H 2.31162 1.32641 -1.40960
H -1.37350 -1.88162 0.63983
H -0.69267 -1.71825 -1.83774
H -0.57713 -0.77582 1.79940
H 0.32271 -2.03240 0.89434
H 0.16940 -0.30376 -2.42138
H 1.03927 -1.54009 -1.50377
H -3.86497 1.10679 0.26943
H -2.59450 0.95816 1.47684
H -3.35560 -0.48433 0.86885
```

Its calculated total energy is -10963.6150 eV. The calculation puts the LUMO energy at 0.9 eV. For the max |F|, the calculation gives 5.29 eV Å⁻¹. The calculation puts the frontier orbital gap at 7.95 eV. The spin multiplicity is 1. The energy relative to the best compared isomer or geometry (same formula, charge and spin) comes out at 4.592 eV.


# 6
This record from the Open Molecules 2025 dataset describes 2 unconnected molecules or ions with the total composition C6H17N3 in a non-equilibrium geometry. The level of theory is wB97M-V/def2-TZVPD.

```
26
Properties=species:S:1:pos:R:3
C -2.25308 1.02792 1.91046
C -0.25701 0.72836 0.41255
C -2.13368 0.46449 3.24269
C 0.78959 1.94771 0.25566
C 2.72118 -1.46054 -1.77124
C -1.27546 -1.08005 -0.73198
N -1.53465 1.10625 0.89195
N 1.58724 -0.81855 -2.51435
N -0.19885 -0.21198 -0.56682
H -3.12909 1.66259 1.62866
H 0.20144 0.15073 1.35311
H -3.15037 0.50623 3.69215
H -1.48097 1.17354 3.84198
H -1.57754 -0.47607 3.19309
H 1.15668 2.22405 1.14405
H 0.25698 2.65680 -0.47311
H 1.74216 1.59663 -0.13652
H 3.36542 -2.16922 -2.44983
H 3.57261 -0.83230 -1.46598
H 2.26643 -2.16346 -1.11102
H -2.35123 -0.76368 -0.25946
H -1.40434 -1.22125 -1.75339
H -0.86344 -2.00814 -0.34148
H 1.91956 -0.55780 -3.44507
H 0.77241 -1.41992 -2.62565
H 1.25800 -0.06235 -1.92046
```

Its calculated total energy is -10945.7588 eV. Its expectation value of S² is 2.014. The net charge is +2. The calculation puts the LUMO energy (spin up / spin down) at -7.3 / -10.8 eV. For the max |F|, the calculation gives 5.65 eV Å⁻¹. The calculation puts the frontier orbital gap (spin up / spin down) at 9.92 / 7.71 eV. The spin multiplicity is 3. The energy relative to the best compared isomer or geometry (same formula, charge and spin) comes out at 1.848 eV.


# 7
This record from the Open Molecules 2025 dataset describes 2 unconnected molecules or ions with the total composition C6H17NO in a non-equilibrium geometry. The level of theory is wB97M-V/def2-TZVPD.

```
25
Properties=species:S:1:pos:R:3
C 1.43279 -0.22534 2.35681
C 1.13464 -0.66200 0.89626
C 0.88762 0.54822 -0.04648
C -0.42828 0.36988 -0.86021
C -0.24770 0.86151 -2.29523
C -1.51936 1.16198 -0.17830
N 2.20107 -1.49512 0.31168
H 0.75673 -0.77803 3.00933
H 1.37361 0.85188 2.51240
H 2.42027 -0.56954 2.68588
H 0.30491 -1.36806 0.88619
H 0.75683 1.39819 0.60280
H 1.72325 0.70700 -0.72218
H -0.58610 -0.70911 -0.86354
H -1.18981 0.72427 -2.79924
H 0.48976 0.34935 -2.89380
H -0.12501 1.94846 -2.29616
H -2.52199 1.00303 -0.59779
H -1.45795 2.23529 -0.39188
H -1.53730 1.04999 0.90532
H 2.41367 -2.22567 0.99273
H 3.07246 -1.01492 0.15110
H -2.44279 -1.74534 -0.70089
H -3.58152 -0.74617 -0.33529
O -3.32979 -1.66976 -0.32951
```

As for the structure (SMILES): CC(C)C[C@H](C)N.O. Its calculated total energy is -10034.8866 eV. The calculation puts the LUMO energy at 0.9 eV. For the max |F|, the calculation gives 1.63 eV Å⁻¹. The calculation puts the frontier orbital gap at 10.23 eV. The spin multiplicity is 1. The energy relative to the best compared isomer or geometry (same formula, charge and spin) comes out at 0.696 eV.


# 8
This record from the Open Molecules 2025 dataset describes 2 unconnected molecules or ions with the total composition C6H17NO in a non-equilibrium geometry. The level of theory is wB97M-V/def2-TZVPD.

```
25
Properties=species:S:1:pos:R:3
C 1.78788 0.52912 0.57117
C 2.00907 0.49738 -0.95266
C 0.39233 0.93598 1.04462
N -0.48276 -0.18068 1.35986
C -0.73663 -2.60509 0.91046
C -0.69136 -1.15662 0.33240
C -1.93120 -0.97625 -0.56600
H 1.97786 -0.42904 1.03422
H 2.56129 1.14805 1.04260
H 2.24004 -0.53008 -1.23717
H 1.16992 0.89670 -1.53178
H 2.84060 1.08718 -1.33805
H -0.08312 1.56181 0.26982
H 0.43638 1.60747 1.89971
H -1.28511 0.06393 1.91421
H 0.21711 -3.12263 1.02054
H -1.04000 -2.44132 1.95575
H -1.55079 -3.18327 0.48263
H 0.15925 -1.17227 -0.34779
H -1.96439 -1.88015 -1.15066
H -2.83120 -0.84160 0.04883
H -1.91956 -0.06746 -1.17825
H -0.83076 1.75852 -2.20164
H -0.09513 2.83944 -1.35253
O -0.20844 2.48822 -2.24695
```

As for the structure (SMILES): CCCNC(C)C.O. Its calculated total energy is -10034.4843 eV. The calculation puts the LUMO energy at 0.8 eV. For the max |F|, the calculation gives 2.13 eV Å⁻¹. The calculation puts the frontier orbital gap at 9.30 eV. The spin multiplicity is 1. The energy relative to the best compared isomer or geometry (same formula, charge and spin) comes out at 1.098 eV.


# 9
This record from the Open Molecules 2025 dataset describes 2 unconnected molecules or ions with the total composition C6H17NO in a non-equilibrium geometry. The level of theory is wB97M-V/def2-TZVPD.

```
25
Properties=species:S:1:pos:R:3
C 1.48135 -1.09043 -1.11946
C 2.32323 -2.20785 -0.56141
C 1.25714 0.05815 -0.07059
N -0.15957 0.20658 0.25064
C -2.26480 0.28173 -1.09273
C -0.93301 0.98414 -0.74354
C -1.21436 2.39572 -0.22133
H 1.97540 -0.58241 -1.94319
H 0.47148 -1.39099 -1.37514
H 1.96594 -2.56879 0.39556
H 2.20149 -3.11377 -1.16428
H 3.38989 -2.02331 -0.50630
H 1.73708 1.00675 -0.35000
H 1.71347 -0.23978 0.86035
H -0.32255 0.62581 1.15365
H -2.23737 -0.72347 -0.67692
H -3.10745 0.80148 -0.66146
H -2.44176 0.22774 -2.17099
H -0.31087 1.06251 -1.63797
H -1.52493 3.05606 -1.02715
H -1.97683 2.34951 0.56216
H -0.38153 2.77531 0.37122
H -0.39712 -0.98951 2.28630
H -0.55255 -1.18929 3.73789
O -0.45806 -0.45751 3.10029
```

As for the structure (SMILES): CCCNC(C)C.O. Its calculated total energy is -10034.8128 eV. The calculation puts the LUMO energy at 0.9 eV. For the max |F|, the calculation gives 2.22 eV Å⁻¹. The calculation puts the frontier orbital gap at 9.61 eV. The spin multiplicity is 1. The energy relative to the best compared isomer or geometry (same formula, charge and spin) comes out at 0.769 eV.


# 10
This record from the Open Molecules 2025 dataset describes 3 unconnected molecules or ions with the total composition C6H17NO in a non-equilibrium geometry. The level of theory is wB97M-V/def2-TZVPD.

```
25
Properties=species:S:1:pos:R:3
C 1.73341 -0.31036 1.83948
N 1.77269 -0.02352 0.42534
C 0.50714 -0.22677 -0.31867
C -0.71023 0.67333 0.10104
C -2.08249 0.22312 -0.49800
C -0.46637 2.13366 -0.36905
C 0.87689 -0.34442 -1.77465
H 0.88760 0.24757 2.27641
H 1.50973 -1.38691 2.00901
H 2.60013 -0.15042 2.44837
H 2.45425 -0.63669 0.00462
H 0.08155 -1.21634 -0.09386
H -0.74199 0.66051 1.24048
H -2.09246 -0.86906 -0.56935
H -2.21966 0.73147 -1.46335
H -2.80653 0.53810 0.25927
H -1.26360 2.79037 -0.04158
H 0.45586 2.59315 -0.02818
H -0.40443 2.05663 -1.45957
H 1.57668 0.41409 -2.15093
H 0.07208 -0.51403 -2.47966
H 1.41088 -1.32191 -1.77204
H -1.02947 -1.00369 1.41234
H -1.23294 -2.52162 0.95413
O -0.88875 -2.53630 0.04841
```

Its calculated total energy is -10028.1322 eV. The calculation puts the LUMO energy at -2.8 eV. For the max |F|, the calculation gives 2.72 eV Å⁻¹. The calculation puts the frontier orbital gap at 5.33 eV. The spin multiplicity is 1. The energy relative to the best compared isomer or geometry (same formula, charge and spin) comes out at 7.450 eV.